1.
{
  "formula": "C48H37BiClO9S2",
  "method": "wB97M-V/def2-TZVPD",
  "species": ["Bi", "O", "Cl", "O", "O", "O", "O", "C", "C", "O", "O", "C", "C", "C", "C", "C", "C", "C", "C", "C", "C", "C", "C", "H", "H", "H", "H", "H", "H", "H", "H", "H", "H", "H", "C", "C", "C", "C", "C", "C", "C", "S", "O", "C", "C", "C", "C", "C", "C", "C", "C", "C", "C", "C", "C", "C", "C", "C", "C", "C", "C", "C", "C", "S", "O", "C", "C", "C", "C", "C", "C", "C", "H", "H", "H", "H", "H", "H", "H", "H", "H", "H", "H", "H", "H", "H", "H", "H", "H", "H", "H", "H", "H", "H", "H", "H", "H", "H"],
  "positions_angstrom": [[-0.102, 1.172, -0.427], [-0.782, 0.761, -3.081], [-2.249, 1.114, -3.138], [-2.824, 2.103, -5.467], [-2.207, 2.488, -2.624], [-2.330, -1.452, -2.154], [-0.658, 3.488, -0.408], [0.529, 4.203, 0.072], [1.123, 3.385, 1.251], [1.877, 3.872, 2.053], [0.745, 2.118, 1.307], [0.106, 5.631, 0.377], [0.464, 6.315, 1.532], [0.047, 7.628, 1.712], [-0.722, 8.263, 0.752], [-1.077, 7.583, -0.406], [-0.660, 6.277, -0.597], [1.546, 4.125, -1.064], [2.863, 4.514, -0.820], [3.804, 4.432, -1.830], [3.448, 3.960, -3.089], [2.138, 3.589, -3.336], [1.181, 3.678, -2.330], [-1.411, 3.749, 0.143], [1.069, 5.834, 2.285], [0.330, 8.153, 2.615], [-1.042, 9.285, 0.900], [-1.671, 8.072, -1.166], [-0.921, 5.759, -1.512], [3.142, 4.874, 0.161], [4.824, 4.737, -1.634], [4.189, 3.893, -3.873], [1.844, 3.234, -4.315], [0.152, 3.431, -2.564], [6.758, 0.185, 3.593], [5.457, -0.106, 2.902], [5.062, -1.421, 2.644], [3.859, -1.696, 2.025], [3.032, -0.637, 1.662], [3.403, 0.678, 1.890], [4.616, 0.931, 2.513], [1.552, -1.079, 0.780], [1.973, -2.178, -0.129], [0.632, -1.932, 2.058], [0.974, -1.662, 3.402], [0.605, -2.518, 4.391], [0.015, -3.757, 4.055], [-0.193, -4.753, 5.042], [-0.681, -5.979, 4.702], [-0.972, -6.266, 3.350], [-0.827, -5.311, 2.389], [-0.352, -4.009, 2.711], [-0.193, -2.987, 1.705], [-1.088, -3.221, 0.499], [-2.444, -3.528, 0.902], [-2.975, -3.039, 2.128], [-4.260, -3.308, 2.498], [-5.087, -4.116, 1.689], [-4.612, -4.596, 0.505], [-3.298, -4.292, 0.074], [-2.811, -4.746, -1.175], [-1.640, -4.244, -1.642], [-0.824, -3.393, -0.857], [0.172, -2.264, -1.864], [1.094, -2.952, -2.777], [-1.245, -1.854, -2.928], [-1.147, -1.835, -4.241], [-2.104, -1.444, -5.273], [-2.735, -0.319, -5.651], [-3.616, -0.318, -6.887], [-2.637, 1.028, -5.055], [-2.948, -0.315, -2.375], [7.417, -0.682, 3.581], [6.582, 0.458, 4.635], [7.275, 1.019, 3.119], [5.713, -2.239, 2.926], [3.568, -2.715, 1.806], [2.760, 1.498, 1.614], [4.906, 1.958, 2.697], [1.546, -0.774, 3.632], [0.835, -2.299, 5.426], [0.066, -4.525, 6.068], [-0.825, -6.739, 5.458], [-1.306, -7.257, 3.074], [-1.042, -5.563, 1.360], [-2.358, -2.421, 2.767], [-4.647, -2.901, 3.423], [-6.095, -4.345, 2.008], [-5.236, -5.208, -0.135], [-3.410, -5.419, -1.775], [-1.300, -4.464, -2.648], [-0.223, -2.284, -4.602], [-2.274, -2.263, -5.971], [-3.159, -0.915, -7.674], [-3.764, 0.691, -7.262], [-4.595, -0.739, -6.652], [-3.710, 1.294, -3.267], [-4.004, -0.184, -2.183]],
  "lowdin_charge": [1.77, -0.57, 0.83, 0.19, -0.42, -0.03, -0.22, -0.31, -0.55, 0.11, -0.33, -0.14, -0.01, -0.06, -0.07, -0.06, -0.02, -0.17, -0.01, -0.05, -0.07, -0.06, -0.06, 0.14, 0.11, 0.11, 0.11, 0.11, 0.12, 0.12, 0.11, 0.11, 0.11, 0.08, -0.04, -0.25, -0.01, -0.05, -0.38, -0.05, -0.01, 0.86, -0.51, -0.28, -0.06, 0.00, -0.15, -0.02, -0.06, -0.05, -0.01, -0.12, -0.09, -0.08, -0.13, -0.02, -0.05, -0.06, -0.02, -0.16, 0.00, -0.08, -0.26, 0.96, -0.42, -0.42, -0.04, 0.03, -0.20, -0.02, -0.33, -0.21, 0.08, 0.09, 0.09, 0.12, 0.13, 0.08, 0.12, 0.12, 0.12, 0.12, 0.11, 0.11, 0.12, 0.12, 0.11, 0.11, 0.12, 0.12, 0.13, 0.13, 0.14, 0.09, 0.09, 0.10, 0.08, 0.12],
  "molar_mass_g_mol": 1066.382,
  "e_tot_ha": -3998.8619,
  "e_above_lowest_kcal_mol": 239.0,
  "max_force_ha_per_bohr": 0.06000,
  "lumo_energy_ev": [-4.18, -4.44],
  "homo_energy_ev": [-10.43, -10.43],
  "total_charge": 1,
  "homo_lumo_gap_ev": [6.2, 6.0]
}

---

2.
{
  "formula": "C8H10N2O",
  "method": "wB97M-V/def2-TZVPD",
  "species": ["C", "C", "C", "C", "C", "C", "C", "C", "N", "N", "O", "H", "H", "H", "H", "H", "H", "H", "H", "H", "H"],
  "positions_angstrom": [[-1.560, -1.071, 1.708], [-1.170, -2.489, 1.603], [0.280, -1.345, 0.616], [-0.599, -0.352, 0.982], [-0.205, -2.610, 0.566], [1.168, 0.801, -0.689], [1.880, 0.989, -1.902], [-0.551, 2.654, -0.928], [-0.555, 0.970, 0.774], [0.176, 1.460, -0.314], [0.409, -3.741, 0.145], [-2.198, -0.673, 2.421], [-1.457, -3.339, 2.124], [2.953, 0.970, -1.673], [1.649, 1.728, -2.777], [1.905, -0.020, -2.245], [0.101, 3.424, -1.149], [-1.236, 2.482, -1.691], [-1.100, 3.010, -0.004], [-0.702, 1.454, 1.642], [0.812, -4.303, 0.788]],
  "nbo_charge": [-0.32, -0.22, 0.18, -0.04, 0.07, 0.20, -0.76, -0.43, -0.45, -0.20, -0.70, 0.20, 0.21, 0.26, 0.20, 0.27, 0.21, 0.22, 0.21, 0.39, 0.48],
  "molar_mass_g_mol": 150.181,
  "e_tot_ha": -495.2494,
  "e_above_lowest_kcal_mol": 228.5,
  "max_force_ha_per_bohr": 0.08698,
  "lumo_energy_ev": [-0.25, -0.26],
  "homo_energy_ev": [-6.89, -6.89],
  "homo_lumo_gap_ev": [6.6, 6.6]
}